Record 1
The following is a DFT calculation (the ωB97M-V functional and the def2-TZVPD basis) of C19H18IN3O4Tc as an isolated structure.

```
46
Properties=species:S:1:pos:R:3
C -1.34066 -1.20064 1.77603
C -2.06409 -0.03291 1.57000
H -1.91895 -2.01280 1.33229
H -1.20808 -1.18911 2.83581
H -0.26147 -1.42840 1.46455
H -2.24723 0.55494 0.59840
H -3.06524 -0.37332 1.74328
H -1.64414 0.71329 2.22682
C 1.04646 -2.60993 -1.90726
C 1.46570 -3.43665 -2.93158
C 1.46467 -2.98842 -4.23892
C 1.02992 -1.71173 -4.51376
H 0.97401 -2.87212 -0.84713
H 1.78167 -4.41985 -2.65226
H 1.79642 -3.63547 -5.03679
H 0.96276 -1.29114 -5.48548
N 0.69255 -1.36433 -2.26534
C 0.61406 -0.85748 -3.51179
C 0.02319 0.46583 -3.67608
N -0.44290 1.08918 -2.58058
C -1.10630 2.24925 -2.46146
C -0.81804 2.39758 -4.83743
C -1.27172 2.93313 -3.64872
H -1.44002 2.55704 -1.45922
H -1.75539 3.87485 -3.57160
C -0.20416 1.17026 -4.83726
H 0.14431 0.66672 -5.69545
H -0.94854 2.94527 -5.75593
Tc -0.28329 -0.16484 -1.05693
I -2.54304 -1.35770 -1.67282
O 2.99990 1.02144 0.88065
C 1.79802 0.93759 1.11949
O 0.87629 0.93333 0.15246
C 1.29988 0.84449 2.53370
C 0.44455 1.82277 3.05818
C -0.03340 1.72067 4.37148
C 0.34009 0.60927 5.16880
C 1.23600 -0.34933 4.64349
C 1.73486 -0.19710 3.35682
N -0.31672 0.38520 6.42731
O -1.15729 1.22797 6.83071
O -0.02503 -0.66048 7.06251
H 0.13275 2.67473 2.44593
H -0.71385 2.47335 4.79168
H 1.50523 -1.19719 5.26994
H 2.44628 -0.91723 2.98342
```

Results
2S+1 = 4
Kohn-Sham gap (alpha / beta) = 0.253 / 0.129 hartree
Net charge = +2

Atomic charges from the Mulliken analysis, expressed in e, are listed below: -0.720, -0.389, 0.465, 0.249, 0.030, 0.114, 0.364, 0.049, -0.041, -0.699, -0.599, -0.542, 0.472, 0.439, 0.464, 0.509, 0.090, 0.590, 0.531, 0.236, -0.037, -0.642, -0.754, 0.449, 0.451, -0.465, 0.532, 0.472, 0.475, -0.141, -0.495, -0.144, -0.772, 0.824, -0.447, -0.074, -0.176, -0.268, -0.295, 0.867, -0.502, -0.499, 0.432, 0.517, 0.532, 0.549

Record 2
The following is a DFT calculation (the ωB97M-V functional and the def2-TZVPD basis) of C19H18IrN5S as an isolated structure.

```
44
Properties=species:S:1:pos:R:3
Ir -0.29122 0.19230 -1.15712
C 1.17675 -0.75142 1.16477
N 1.43720 -0.53311 -0.27082
C 1.67028 -1.86905 -0.92644
C 0.36086 -2.59345 -1.15518
C 0.28750 -3.96695 -1.22219
C -0.92122 -4.56300 -1.57085
C -2.02108 -3.76173 -1.82858
C -1.88844 -2.38998 -1.71452
N -0.72556 -1.81212 -1.38700
C 2.50230 0.48016 -0.55232
C 1.95033 1.89117 -0.61854
C 2.76370 2.99351 -0.46190
C 2.23274 4.26249 -0.67477
C 0.89619 4.38851 -1.01779
C 0.12833 3.24473 -1.13689
N 0.64185 2.02069 -0.95054
C -1.04605 0.40008 1.74082
C -1.77126 0.37806 2.90892
C -3.15918 0.43839 2.80803
C -3.73594 0.50114 1.55175
C -2.91936 0.49236 0.43198
N -1.57986 0.44773 0.51923
H 2.10879 -0.88915 1.71746
H 0.55267 -1.63821 1.27312
H 2.36728 -2.47766 -0.34511
H 2.13771 -1.66409 -1.89053
H 1.16540 -4.56929 -1.02833
H -0.99555 -5.64003 -1.64300
H -2.97332 -4.18593 -2.11391
H -2.72197 -1.72542 -1.90104
H 2.91532 0.23409 -1.53228
H 3.32146 0.40121 0.16720
H 3.80981 2.86616 -0.21331
H 2.86120 5.13849 -0.58054
H 0.44825 5.35529 -1.19945
H -0.92037 3.29162 -1.40040
H -1.27748 0.30887 3.86963
H -3.77009 0.42933 3.70120
H -4.80890 0.55330 1.42738
H -3.33948 0.53672 -0.56409
S 1.70511 2.20976 3.43007
C 1.00689 1.21497 2.55088
N 0.41841 0.35948 1.79502
```

Results
2S+1 = 2
Kohn-Sham gap (alpha / beta) = 0.244 / 0.262 hartree
Net charge = +3
Relative energy (zero: lowest compared OMol25 entry of this formula, charge and spin) = 40.7 kcal per mole

Atomic charges from the Mulliken analysis, expressed in e, are listed below: 0.731, -1.058, -0.218, -0.757, 0.855, -0.898, -0.274, -0.839, 0.199, -0.117, -0.715, 0.824, -1.048, -0.303, -0.874, 0.184, -0.078, 0.525, -0.792, -0.504, -0.783, -0.156, -0.226, 0.556, 0.268, 0.447, 0.394, 0.464, 0.475, 0.433, 0.423, 0.371, 0.435, 0.504, 0.500, 0.450, 0.454, 0.494, 0.491, 0.460, 0.569, -0.055, 0.772, 0.416

Record 3
The following is a DFT calculation (the ωB97M-V functional and the def2-TZVPD basis) of one molecule with the formula C19H18N2O3.

```
42
Properties=species:S:1:pos:R:3
C 1.81491 -1.62474 -4.29876
C 0.85900 -2.09546 -3.24476
C -0.32287 -2.74154 -3.58562
C -1.18546 -3.19269 -2.60561
C -0.91340 -3.01617 -1.25428
C -1.84762 -3.54237 -0.21224
C 0.26403 -2.34822 -0.91688
N 0.61923 -2.12715 0.43800
C -0.12385 -1.41211 1.31698
O -1.21864 -0.95290 1.07037
C 0.55238 -1.20449 2.67099
C 1.53209 -0.02415 2.58110
N 0.91534 1.07927 1.88295
C 1.06300 1.26885 0.51742
O 1.83995 0.65712 -0.17443
C 0.12161 2.35306 0.16435
C -0.15341 2.94560 -1.04970
C -1.11843 3.94791 -1.07431
C -1.77834 4.33646 0.08093
C -1.50112 3.73622 1.30567
C -0.54651 2.74197 1.32951
C -0.04829 1.90768 2.44881
O -0.34914 1.91256 3.61358
C 1.14062 -1.91025 -1.90110
H 2.42370 -0.80429 -3.92733
H 2.48101 -2.43794 -4.58963
H 1.27981 -1.29634 -5.18701
H -0.56666 -2.89553 -4.62702
H -2.09456 -3.70226 -2.89141
H -2.38717 -2.71778 0.25323
H -2.56608 -4.22879 -0.65302
H -1.29607 -4.05886 0.57276
H 1.60431 -2.22551 0.63953
H 1.07817 -2.10355 2.99230
H -0.22857 -0.96168 3.39286
H 2.42868 -0.29506 2.01637
H 1.81400 0.31054 3.58233
H 0.36056 2.63410 -1.94558
H -1.35962 4.42868 -2.01064
H -2.52429 5.11554 0.02926
H -2.01529 4.02969 2.20744
H 2.03966 -1.38949 -1.60503
```

Results
Structure (SMILES) = Cc1ccc(C)c(NC(=O)CCN2C(=O)c3ccccc3C2=O)c1
Kohn-Sham gap = 0.302 hartree
Relative energy (zero: lowest compared OMol25 entry of this formula, charge and spin) = 0.0 kcal per mole

Atomic charges from the Mulliken analysis, expressed in e, are listed below: -1.585, 0.628, -0.757, -0.810, 0.921, -1.577, 0.467, -0.008, 0.377, -0.619, -0.909, -0.950, 0.273, 0.347, -0.614, 0.436, -0.445, -0.547, -0.454, -0.520, 0.097, 0.362, -0.643, -0.387, 0.339, 0.308, 0.392, 0.402, 0.362, 0.273, 0.444, 0.321, 0.327, 0.413, 0.395, 0.445, 0.366, 0.525, 0.396, 0.396, 0.494, 0.317

The calculation returns the following strongest force on any atom values, one per record and in order: 0.115 0.005 0.014 Eh/bohr.
The calculation returns the following total energy values, one per record and in order: -42932.469 -41091.680 -29119.978 eV.